This record from the OMol25 dataset describes C32H39AsKN3O4S as an isolated structure at a distorted geometry. The level of theory is the ωB97M-V functional and the def2-TZVPD basis.

Output
* 2S+1: 1
* net charge: -2
* total energy: -134477.742 eV
* maximum force: 1.36 eV/Å
* highest occupied orbital energy: -1.47 eV
* relative energy (zero: lowest compared OMol25 entry of this formula, charge and spin): 0.00 kcal/mol

Atoms and positions in Å:
1 H -2.887032 2.100786 2.311465
2 C -0.421939 4.529929 1.973264
3 C 0.569423 -3.493969 -0.819278
4 H -1.060103 3.300029 4.369204
5 H 1.140072 -6.825171 -0.245907
6 C -1.631482 3.227611 -2.076883
7 H 2.768157 4.844877 -4.239314
8 S 3.942493 -0.062800 3.300847
9 H 0.946026 4.576242 3.565789
10 H -2.874482 -2.721244 2.468157
11 C 2.282083 2.933762 -3.386751
12 C 1.067513 -4.789333 -0.954291
13 C -1.881958 4.630604 0.017176
14 H 1.946521 3.324345 -2.432322
15 O 1.677496 1.225328 -1.279641
16 C -1.248917 6.683973 1.166320
17 H 3.559826 3.887072 -6.384455
18 C -0.648296 -4.278271 1.134495
19 C 3.653316 0.006768 0.796671
20 H -0.397139 -6.329278 1.666223
21 H -2.166286 2.741826 -2.901649
22 H 1.614274 -0.911546 3.155995
23 H -3.143959 1.189093 3.821687
24 H -2.339917 0.137322 -0.522477
25 C 0.730052 -5.833616 -0.103025
26 C -0.358171 -3.187323 0.246471
27 C -1.916950 6.012588 0.145137
28 H 3.748329 0.183563 -0.265904
29 H 2.624356 -0.048414 -4.914214
30 C -0.134603 -5.547326 0.960104
31 H 0.062284 6.412531 2.843186
32 C 2.233146 1.555543 -3.572194
33 H 0.465887 2.423344 4.614287
34 C -3.755652 3.095846 -0.702687
35 H -3.027990 4.807319 -1.738716
36 H 1.913728 -2.827254 -2.399106
37 H -3.377406 2.331165 -0.028327
38 C 2.748846 3.771681 -4.394613
39 C 3.155102 1.857155 -5.786495
40 H -4.508563 3.684736 -0.169333
41 C -2.986071 -0.379174 0.180751
42 H -2.952662 -1.707755 3.930211
43 C -2.596739 3.986895 -1.156343
44 H 1.764396 -4.975912 -1.768648
45 C 1.702978 0.699289 -2.434474
46 H -1.086866 2.466747 -1.517204
47 H -1.287956 7.763876 1.249912
48 H 2.312082 2.579573 2.888921
49 H 2.222995 3.808387 1.605709
50 C -0.224973 2.811902 3.855304
51 C 3.191388 3.236654 -5.598820
52 C -0.501454 5.915104 2.056325
53 H -3.040029 -1.423495 -0.107328
54 C -3.295882 1.186037 2.742395
55 C 1.639116 3.094221 2.193802
56 O -0.880987 -2.041303 0.406931
57 K 0.127268 0.210017 0.166137
58 H -0.895644 3.912637 -2.506892
59 H 3.501921 1.430765 -6.721844
60 C 4.579644 0.286872 1.745408
61 H -1.292072 -4.059146 1.978267
62 H -2.483921 6.583548 -0.588048
63 H 5.569518 0.697620 1.622332
64 C 0.499386 3.799614 2.935569
65 O -0.748813 -0.238365 2.528677
66 N 2.462057 -0.501500 1.274818
67 N 1.356168 -0.512969 -2.821788
68 As -2.311316 -0.310192 2.000836
69 H 1.216659 2.365865 1.508948
70 C 2.675111 1.024766 -4.782218
71 H -4.302515 -1.687391 2.760971
72 H -4.360314 1.090666 2.513219
73 H -4.237713 2.609092 -1.558086
74 C 2.466578 -0.582784 2.566292
75 C 1.093459 -2.486002 -1.757057
76 C -1.152821 3.820340 0.957832
77 O -1.138745 2.537116 0.866839
78 H -0.600334 1.960281 3.285317
79 C -3.221299 -1.774992 2.877739
80 H -3.968893 0.092317 0.186774
81 N 0.712593 -1.277077 -1.844411

Cartesian forces, eV/Å:
-0.0056 -0.0533 0.0072
-0.0069 0.1171 0.0391
0.1229 0.1195 -0.0705
0.0170 -0.0151 -0.0147
0.0091 -0.0252 0.0045
-0.0119 0.0085 0.0181
-0.0051 -0.0123 0.0100
-0.0551 -0.0661 0.0315
0.0305 0.0546 0.0785
-0.0001 0.0534 -0.0163
0.0584 0.1031 -0.0207
0.0061 0.0116 0.0167
0.0060 0.1137 0.0002
0.0154 -0.0237 -0.0451
0.6119 0.2075 -1.1924
0.0028 -0.1757 -0.0098
0.0049 -0.0035 -0.0026
0.0668 -0.0503 -0.1300
-0.2572 -0.1238 0.1066
-0.0152 -0.0231 0.0271
0.0052 0.0446 0.0484
0.0753 0.0662 -0.1788
-0.0074 0.0067 0.0052
-0.0953 0.0780 0.0107
-0.1086 0.1275 0.0886
-0.0356 -0.0203 -0.0235
0.0295 -0.0585 0.0815
-0.0375 -0.0325 0.0554
0.0039 0.0214 0.0004
0.0711 0.1058 -0.1203
0.0046 -0.0020 0.0043
-0.0041 -0.0039 0.1140
-0.0244 0.0289 -0.0254
-0.0170 0.0238 0.0224
-0.0370 0.0647 -0.0819
0.0016 -0.0369 -0.1361
0.0001 -0.0119 -0.0048
-0.0115 -0.0905 0.0087
-0.0277 0.0295 0.0871
0.0228 -0.0168 -0.0080
0.1184 -0.0251 -0.0430
-0.0219 -0.0346 0.0546
0.0745 -0.0814 0.0425
-0.0026 0.0087 0.0012
0.0848 -0.1553 0.0732
-0.0124 0.0454 -0.0231
0.0000 -0.0023 0.0050
-0.0466 0.0276 -0.0149
-0.0199 -0.0414 0.0263
-0.0070 -0.0113 -0.0298
-0.0429 -0.0722 0.0634
-0.0360 -0.0759 -0.0827
0.0334 -0.0083 0.0192
0.0119 0.0762 -0.0129
-0.0049 0.1070 -0.0045
-0.1648 -0.9310 -0.0408
-0.4410 0.5824 0.6007
-0.0157 -0.0383 0.0215
-0.0042 -0.0070 0.0033
0.0408 0.0389 0.0736
-0.0079 -0.0215 0.0051
0.0039 -0.0040 -0.0054
-0.0693 -0.0134 -0.0292
-0.0556 -0.0660 -0.0386
-0.2989 0.0681 0.2115
0.4221 0.0535 0.2165
0.0910 0.0015 -0.1245
-0.4311 -0.0086 0.7260
0.0521 -0.0845 -0.0847
-0.0073 0.0345 -0.0903
0.0017 0.0192 -0.0105
0.0411 0.0003 0.0068
0.0081 0.0044 0.0183
0.0540 0.0190 -0.0926
-0.1193 -0.2241 0.1800
0.0353 -0.1022 -0.1836
-0.0457 0.1691 0.0828
0.0366 0.0645 0.0379
0.0208 -0.1524 -0.1165
0.0258 0.0577 0.0456
0.2955 0.2416 -0.2730